[1]
C5H6Cl2 in the gas phase, computed with ωB97M-V/def2-TZVPD.

The geometry in XYZ format:
```
13
C5H6Cl2 | the OMol25 dataset | ωB97M-V/def2-TZVPD
C 0.33 0.52 1.30
C -0.68 0.51 -1.20
C 1.43 -0.01 0.43
C -1.26 -0.86 -0.84
C 0.35 0.77 -0.12
Cl 1.66 -1.65 0.02
Cl -2.13 -0.81 0.60
H -0.47 -0.09 1.83
H 0.53 1.27 2.06
H -0.15 0.28 -2.05
H -1.36 1.43 -1.45
H 2.43 0.38 0.50
H -0.68 -1.73 -1.10
```

Output
2S+1 ... 1
Relative energy (zero: lowest compared OMol25 entry of this formula, charge and spin) ... 94.5 kcal per mole
LUMO level (spin up / spin down) ... -0.3 / -0.1 eV
Gap between HOMO and LUMO (spin up / spin down) ... 7.8767 / 8.1954 eV


[2]
A molecular structure, C5H6Cl2GaO4Tm, computed with ωB97M-V/def2-TZVPD.

The geometry in XYZ format:
```
19
C5H6Cl2GaO4Tm | the OMol25 dataset | ωB97M-V/def2-TZVPD
Ga -0.03 -0.10 -3.42
Tm 0.41 0.12 -0.42
Cl -0.94 -1.68 -1.56
Cl -0.77 1.96 -1.96
C 1.58 1.98 0.42
C 0.37 -1.63 -4.29
C 0.45 1.05 -4.72
O 2.17 2.90 0.88
O 0.69 -2.56 -4.91
O 0.83 1.72 -5.60
C -0.91 -0.58 3.66
C -0.19 0.09 2.54
O -0.59 -0.66 1.30
H -1.99 -0.51 3.54
H -0.62 -0.04 4.55
H -0.61 -1.62 3.77
H -0.51 1.12 2.34
H 0.90 0.02 2.59
H -0.22 -1.57 1.32
```

Output
2S+1 ... 3
Relative energy (zero: lowest compared OMol25 entry of this formula, charge and spin) ... 52.9 kcal per mole
LUMO level (spin up / spin down) ... -20.1 / -20.1 eV
Gap between HOMO and LUMO (spin up / spin down) ... 4.9145 / 4.9169 eV
⟨S²⟩ ... 2.002
Net charge ... +4


[3]
C5H6Cl2O in the gas phase, computed with ωB97M-V/def2-TZVPD.

The geometry in XYZ format:
```
14
C5H6Cl2O | the OMol25 dataset | ωB97M-V/def2-TZVPD
C 0.78 -0.10 -0.16
C 0.69 1.54 -0.45
C -0.30 -0.46 0.60
C -0.38 1.31 -1.35
C -0.33 -1.80 1.26
O 1.67 -0.69 -0.72
Cl -2.00 1.75 -1.00
Cl -0.12 0.71 -2.92
H 0.45 2.11 0.44
H 1.64 1.79 -0.89
H -1.03 0.25 0.93
H -0.62 -1.71 2.31
H 0.63 -2.30 1.18
H -1.08 -2.43 0.77
```

Output
2S+1 ... 1
Relative energy (zero: lowest compared OMol25 entry of this formula, charge and spin) ... 59.0 kcal per mole
LUMO level (spin up / spin down) ... -0.8 / -1.1 eV
Gap between HOMO and LUMO (spin up / spin down) ... 7.4541 / 6.8260 eV


[4]
A molecular structure, C5H6Cl2O3RhSSc, computed with ωB97M-V/def2-TZVPD.

The geometry in XYZ format:
```
19
C5H6Cl2O3RhSSc | the OMol25 dataset | ωB97M-V/def2-TZVPD
Rh 0.15 -1.08 -4.31
Sc -0.27 -0.17 -0.17
Cl -0.82 0.29 -2.37
Cl 1.83 -0.82 -0.59
C -0.76 -2.08 1.23
C -0.22 0.02 -5.71
C 0.67 -2.25 -5.58
O -0.77 -3.00 1.91
O -0.45 0.66 -6.66
O 0.92 -2.97 -6.46
C 1.29 1.81 3.29
S 0.40 0.36 2.48
C -1.34 0.71 3.09
H 2.33 1.70 2.98
H 1.21 1.80 4.38
H 0.82 2.71 2.91
H -1.50 0.27 4.10
H -1.48 1.80 3.13
H -2.01 0.24 2.38
```

Output
2S+1 ... 5
LUMO level (spin up / spin down) ... -16.1 / -19.7 eV
Gap between HOMO and LUMO (spin up / spin down) ... 8.2909 / 5.7992 eV
⟨S²⟩ ... 6.011
Net charge ... +4


[5]
A molecular structure, C5H6Cl2SSi, computed with ωB97M-V/def2-TZVPD.

The geometry in XYZ format:
```
15
C5H6Cl2SSi | the OMol25 dataset | ωB97M-V/def2-TZVPD
C -0.68 -0.38 2.55
C -0.08 0.55 1.67
C -0.84 -1.61 1.96
C 0.19 0.03 0.45
C -0.15 0.29 -2.70
Si 0.58 0.96 -1.08
S -0.25 -1.66 0.38
Cl 3.11 -0.11 -1.39
Cl 0.70 2.96 -0.86
H -0.92 -0.21 3.68
H 0.08 1.53 2.02
H -1.01 -2.60 2.45
H 0.62 -0.35 -3.28
H -0.88 -0.47 -2.35
H -0.46 1.05 -3.50
```

Output
2S+1 ... 1
Relative energy (zero: lowest compared OMol25 entry of this formula, charge and spin) ... 29.7 kcal per mole
LUMO level ... -0.4 eV
Gap between HOMO and LUMO ... 8.8970 eV


[6]
3 unconnected molecules or ions with the total composition C5H6Cl6O3, computed with ωB97M-V/def2-TZVPD.

The geometry in XYZ format:
```
20
C5H6Cl6O3 | the OMol25 dataset | ωB97M-V/def2-TZVPD
C -1.44 0.85 -0.97
Cl -2.21 0.65 0.62
Cl -1.33 2.59 -1.58
Cl -2.19 -0.13 -2.27
H -0.42 0.49 -0.87
C -4.36 -0.64 -5.53
Cl -6.19 -0.49 -5.48
Cl -3.84 0.23 -6.94
Cl -3.71 -2.29 -5.61
H -3.99 -0.13 -4.64
C 3.47 -0.96 3.41
C 3.04 0.26 4.26
O 2.26 0.97 3.36
C 2.26 0.51 2.16
O 1.68 0.96 1.17
O 2.99 -0.60 2.14
H 3.06 -1.89 3.80
H 4.54 -1.12 3.29
H 3.92 0.83 4.56
H 2.45 -0.06 5.11
```

Output
2S+1 ... 2
LUMO level (spin up / spin down) ... 2.4 / 2.3 eV
Gap between HOMO and LUMO (spin up / spin down) ... 1.8727 / 8.4202 eV
⟨S²⟩ ... 0.753
Net charge ... -1


[7]
A molecular structure, C5H6ClFN2, computed with ωB97M-V/def2-TZVPD.

The geometry in XYZ format:
```
15
C5H6ClFN2 | the OMol25 dataset | ωB97M-V/def2-TZVPD
C -2.02 -0.47 -0.09
C 0.00 -0.54 -0.27
C -2.02 0.88 0.03
C 0.88 -1.70 -0.08
C 1.48 1.38 0.18
N -0.89 1.53 0.13
N 0.19 0.71 -0.05
F -3.12 1.59 0.08
Cl -3.09 -1.74 -0.49
H 1.43 -1.51 0.80
H 0.21 -2.60 -0.03
H 1.58 -2.05 -0.85
H 1.39 2.51 0.12
H 1.84 0.91 1.11
H 2.16 1.10 -0.60
```

Output
2S+1 ... 1
Relative energy (zero: lowest compared OMol25 entry of this formula, charge and spin) ... 70.2 kcal per mole
LUMO level ... 0.6 eV
Gap between HOMO and LUMO ... 8.4927 eV


[8]
A molecular structure, C5H6ClN2, computed with ωB97M-V/def2-TZVPD.

The geometry in XYZ format:
```
14
C5H6ClN2 | the OMol25 dataset | ωB97M-V/def2-TZVPD
C 1.19 0.82 0.67
C 2.13 0.22 -0.03
C -1.00 -0.05 -0.44
C -0.10 0.05 0.79
C 0.26 -1.41 0.41
N -0.73 -1.35 -0.61
N -1.68 1.04 -0.83
Cl 3.70 0.03 -0.32
H 1.19 1.74 1.31
H -0.77 0.04 1.73
H 0.64 -2.24 0.80
H -1.11 -1.87 -1.38
H -1.48 1.94 -0.39
H -2.23 1.05 -1.70
```

Output
2S+1 ... 1
Relative energy (zero: lowest compared OMol25 entry of this formula, charge and spin) ... 79.4 kcal per mole
LUMO level (spin up / spin down) ... -4.3 / -4.1 eV
Gap between HOMO and LUMO (spin up / spin down) ... 7.9974 / 8.1863 eV
Net charge ... +1


[9]
A gas-phase ion, C5H6ClN2 (charge +1), computed with ωB97M-V/def2-TZVPD.

The geometry in XYZ format:
```
14
C5H6ClN2 | the OMol25 dataset | ωB97M-V/def2-TZVPD
C 1.10 0.00 1.15
C -0.18 0.38 1.50
C 1.25 -0.37 -0.18
C -1.21 0.38 0.61
C 0.24 -0.25 -1.07
N -0.99 0.19 -0.68
N -2.01 0.46 -1.55
Cl -3.53 -0.56 -1.27
H 1.95 0.26 1.86
H -0.44 0.64 2.58
H 2.19 -0.67 -0.41
H -2.22 0.62 0.91
H 0.34 -0.46 -2.08
H -2.02 0.67 -2.57
```

Output
2S+1 ... 3
Relative energy (zero: lowest compared OMol25 entry of this formula, charge and spin) ... 0.0 kcal per mole
LUMO level (spin up / spin down) ... -4.9 / -7.4 eV
Gap between HOMO and LUMO (spin up / spin down) ... 6.5959 / 7.8535 eV
⟨S²⟩ ... 2.021
Net charge ... +1


[10]
2 unconnected molecules or ions with the total composition C5H6ClO2S2, computed with ωB97M-V/def2-TZVPD.

The geometry in XYZ format:
```
16
C5H6ClO2S2 | the OMol25 dataset | ωB97M-V/def2-TZVPD
C -1.10 -0.65 4.18
C 0.42 0.44 -0.13
C -1.02 0.75 0.07
C 0.73 -0.98 0.10
C -0.67 -0.55 2.59
O -0.21 -1.01 4.90
O -2.22 -0.22 4.35
S -1.59 0.64 1.88
S 0.51 -1.51 1.88
Cl -2.15 -2.34 0.59
H 0.86 0.82 -0.99
H 1.00 0.99 0.66
H -1.34 1.77 -0.26
H -1.79 -0.03 -0.47
H -0.10 -1.48 -0.43
H 1.86 -1.13 -0.10
```

Output
2S+1 ... 3
LUMO level (spin up / spin down) ... 3.0 / 0.1 eV
Gap between HOMO and LUMO (spin up / spin down) ... 5.6943 / 4.8437 eV
⟨S²⟩ ... 2.010
Net charge ... -1


[11]
C5H6ClOPS in the gas phase, computed with ωB97M-V/def2-TZVPD.

The geometry in XYZ format:
```
15
C5H6ClOPS | the OMol25 dataset | ωB97M-V/def2-TZVPD
C -0.67 -1.39 -1.16
C 0.69 -1.10 -0.95
C -1.44 -0.29 -0.95
C 0.91 0.03 -0.16
C -1.32 0.85 1.65
O 3.50 -0.21 -0.80
P 2.51 0.81 -0.52
S -0.59 0.96 -0.08
Cl 3.05 1.77 1.18
H -1.03 -2.18 -1.76
H 1.43 -1.75 -1.17
H -2.54 -0.07 -1.12
H -0.75 1.36 2.34
H -1.37 -0.13 1.82
H -2.38 1.35 1.68
```

Output
2S+1 ... 1
Relative energy (zero: lowest compared OMol25 entry of this formula, charge and spin) ... 36.2 kcal per mole
LUMO level (spin up / spin down) ... -1.3 / -1.0 eV
Gap between HOMO and LUMO (spin up / spin down) ... 5.6142 / 6.4606 eV


[12]
2 unconnected molecules or ions with the total composition C5H6F2O, computed with ωB97M-V/def2-TZVPD.

The geometry in XYZ format:
```
14
C5H6F2O | the OMol25 dataset | ωB97M-V/def2-TZVPD
C -1.11 -1.35 0.82
C 1.37 -0.54 -0.77
C -1.02 -0.20 0.47
C -1.36 1.17 0.21
C 1.25 0.58 -0.15
O 1.47 -1.80 -0.23
F 1.27 1.77 -0.78
F 1.30 0.84 1.16
H 0.59 -2.27 -0.39
H -0.85 -2.43 0.89
H 1.43 -0.65 -1.85
H -1.40 1.56 -0.82
H -0.68 1.89 0.67
H -2.26 1.44 0.77
```

Output
2S+1 ... 1
Relative energy (zero: lowest compared OMol25 entry of this formula, charge and spin) ... 83.9 kcal per mole
LUMO level ... 0.8 eV
Gap between HOMO and LUMO ... 10.2461 eV
SMILES ... OC=C(F)F.C#CC


| no. | electronic energy (Ha) | F_max (eV/A) |
| --- | --- | --- |
| 1 | -1114.3111 | 2.82 |
| 2 | -4423.4959 | 13.20 |
| 3 | -1189.6332 | 1.02 |
| 4 | -2607.7715 | 13.28 |
| 5 | -1802.2338 | 3.40 |
| 6 | -3180.9469 | 5.32 |
| 7 | -863.5393 | 5.78 |
| 8 | -763.3774 | 4.63 |
| 9 | -763.3683 | 3.68 |
| 10 | -1601.1064 | 3.68 |
| 11 | -1468.9909 | 5.00 |
| 12 | -468.9350 | 3.60 |